Density functional theory data (ωB97M-V with the def2-TZVPD basis set) for a 2-piece molecular cluster, C4H5F2N overall at a distorted geometry.

XYZ file:
```
12
Properties=species:S:1:pos:R:3:nbo_charge:R:1
F -2.07067 -0.58053 -2.53076 -0.3578
F -1.11122 -2.25935 -1.76090 -0.3207
N 1.04945 2.10438 1.60104 -0.6468
C 1.22119 1.21774 0.76580 0.4204
C -1.40333 -0.98673 -1.35041 0.7235
C 1.57769 0.38990 -0.18077 -0.6407
C -0.85075 -0.17306 -0.46945 -0.5849
H 1.21195 0.53519 -1.11400 0.2366
H -0.27235 -0.68879 0.30722 0.2583
H 2.01331 -0.64821 -0.03724 0.2533
H 1.69615 2.90729 1.67684 0.3947
H -0.89400 0.95394 -0.71971 0.2642
```

SMILES	C=C(F)F.C=C=N
2S+1	1
energy relative to the best compared isomer or geometry (same formula, charge and spin)	337.95	kJ/mol
HOMO level	-9.008	eV
E_tot	-11149.979	eV